No. 1
Entry from the OMol25 dataset: a single C2H5ClNP molecule in a non-equilibrium geometry (ωB97M-V with the def2-TZVPD basis set).

LUMO level ... -0.42 eV
SMILES ... CC/N=P/Cl
Kohn-Sham gap ... 0.3376 hartree
Highest occupied orbital energy ... -9.61 eV
Max |F| ... 4.01 eV/A

The geometry in ORCA input format:
```
! wB97M-V def2-TZVPD RIJCOSX def2/J DEFGRID3
* xyz 0 1
C 0.519 -0.339 0.034
C -0.500 0.766 -0.406
N 0.161 1.533 -1.453
P 0.476 3.096 -1.062
Cl 1.734 3.664 -2.447
H 1.025 -0.671 -0.933
H 1.264 0.176 0.635
H 0.003 -1.113 0.659
H -0.759 1.444 0.487
H -1.220 0.226 -0.951
*
```

No. 2
Entry from the OMol25 dataset: a single C2H5ClO2 molecule in a non-equilibrium geometry (ωB97M-V with the def2-TZVPD basis set).

LUMO level ... 0.62 eV
SMILES ... CC(O)(O)Cl
Kohn-Sham gap ... 0.4202 hartree
Highest occupied orbital energy ... -10.82 eV
Max |F| ... 6.05 eV/A

The geometry in ORCA input format:
```
! wB97M-V def2-TZVPD RIJCOSX def2/J DEFGRID3
* xyz 0 1
C -0.792 0.387 0.157
C 0.357 -0.525 -0.566
O 1.650 -0.377 -0.078
O -0.048 -1.856 -0.537
Cl 0.408 0.006 -2.353
H -1.636 -0.101 0.388
H -0.341 0.843 1.135
H -1.044 1.172 -0.485
H 2.217 -0.507 -0.834
H 0.742 -2.462 -0.559
*
```

No. 3
Entry from the OMol25 dataset: a single C2H5ClO2S2 molecule in a non-equilibrium geometry (ωB97M-V with the def2-TZVPD basis set).

LUMO level ... -0.21 eV
SMILES ... CS(=O)(=O)SCCl
Kohn-Sham gap ... 0.3519 hartree
Highest occupied orbital energy ... -9.78 eV
Max |F| ... 3.20 eV/A

The geometry in ORCA input format:
```
! wB97M-V def2-TZVPD RIJCOSX def2/J DEFGRID3
* xyz 0 1
C -0.530 -1.145 1.424
S -0.331 0.538 0.778
O 1.062 0.888 0.783
O -1.232 1.422 1.448
S -0.919 0.288 -1.208
C 0.325 1.944 -1.913
Cl -0.183 3.345 -1.101
H 0.362 -1.381 1.992
H -1.419 -1.160 2.040
H -0.630 -1.813 0.578
H 1.294 1.585 -1.588
H 0.115 1.920 -2.972
*
```

No. 4
Entry from the OMol25 dataset: 2 unconnected molecules or ions with the total composition C2H5ClO3 in a non-equilibrium geometry (ωB97M-V with the def2-TZVPD basis set).

LUMO level ... 0.20 eV
SMILES ... COC(=O)O.Cl
Kohn-Sham gap ... 0.4085 hartree
Highest occupied orbital energy ... -10.92 eV
Max |F| ... 4.74 eV/A

The geometry in ORCA input format:
```
! wB97M-V def2-TZVPD RIJCOSX def2/J DEFGRID3
* xyz 0 1
C -1.096 -1.223 -0.429
O -0.310 -0.153 0.234
C -0.759 1.111 0.081
O -1.852 1.502 -0.094
O 0.284 1.963 0.240
H -1.487 -1.682 0.517
H -0.473 -1.988 -0.809
H -1.923 -0.940 -1.014
H 1.153 1.463 0.143
Cl 2.890 0.271 0.071
H 3.574 -0.324 1.060
*
```

No. 5
Entry from the OMol25 dataset: 2 unconnected molecules or ions with the total composition C2H5ClO3S in a non-equilibrium geometry (ωB97M-V with the def2-TZVPD basis set).

LUMO level (spin up / spin down) ... -0.97 / -0.97 eV
Kohn-Sham gap (spin up / spin down) ... 0.3432 / 0.3433 hartree
Highest occupied orbital energy (spin up / spin down) ... -10.31 / -10.31 eV
Max |F| ... 5.68 eV/A

The geometry in ORCA input format:
```
! wB97M-V def2-TZVPD RIJCOSX def2/J DEFGRID3
* xyz 0 1
C 1.152 0.355 0.949
C 0.576 -0.251 -0.219
O -1.482 -1.376 -1.299
O -1.282 -1.579 1.157
O -0.448 1.191 -1.434
S -1.241 -0.801 -0.019
Cl -2.272 0.894 0.103
H 1.010 -0.558 1.725
H 2.248 0.660 0.857
H 0.487 1.141 1.432
H 1.138 -0.728 -0.987
H 0.113 1.053 -2.265
*
```

No. 6
Entry from the OMol25 dataset: 2 unconnected molecules or ions with the total composition C2H5ClS2 in a non-equilibrium geometry (ωB97M-V with the def2-TZVPD basis set).

LUMO level ... 0.66 eV
SMILES ... C=C(S)Cl.S
Kohn-Sham gap ... 0.3511 hartree
Highest occupied orbital energy ... -8.89 eV
Max |F| ... 3.13 eV/A

The geometry in ORCA input format:
```
! wB97M-V def2-TZVPD RIJCOSX def2/J DEFGRID3
* xyz 0 1
C 0.271 -0.336 -0.107
C 0.469 -1.266 -1.048
S -0.415 -1.240 -2.605
Cl 1.590 -2.516 -0.923
H -0.385 0.544 -0.088
H 0.910 -0.332 0.749
H 0.281 -2.162 -3.072
S -0.504 1.943 2.378
H -0.772 2.868 1.426
H -1.445 2.497 3.289
*
```

No. 7
Entry from the OMol25 dataset: a molecular structure, C2H5F2N3O4S3 in a non-equilibrium geometry (ωB97M-V with the def2-TZVPD basis set).

LUMO level ... -0.27 eV
Kohn-Sham gap ... 0.3940 hartree
Highest occupied orbital energy ... -10.99 eV
Max |F| ... 3.19 eV/A

The geometry in ORCA input format:
```
! wB97M-V def2-TZVPD RIJCOSX def2/J DEFGRID3
* xyz 0 1
C -0.104 1.125 0.259
C -0.376 -0.294 -0.128
N 2.024 -1.904 -2.895
N 0.137 -2.685 -4.549
N 0.357 -0.644 -1.368
O 2.400 -1.713 -5.361
O -1.836 -3.885 -3.638
O 0.077 -3.233 -2.162
O 1.812 -2.411 -0.361
F 0.728 -0.293 -4.158
F -1.465 -1.600 -3.012
S 1.410 -1.752 -4.321
S -0.792 -3.000 -3.344
S 1.191 -1.833 -1.526
H -0.173 1.652 -0.618
H -0.719 1.549 0.941
H 0.906 1.278 0.506
H -0.241 -1.105 0.697
H -1.383 -0.442 -0.372
*
```

No. 8
Entry from the OMol25 dataset: 2 unconnected molecules or ions with the total composition C2H5F3N2OP2 in a non-equilibrium geometry (ωB97M-V with the def2-TZVPD basis set).

LUMO level (spin up / spin down) ... -1.32 / -1.32 eV
Kohn-Sham gap (spin up / spin down) ... 0.2888 / 0.2887 hartree
Highest occupied orbital energy (spin up / spin down) ... -9.18 / -9.18 eV
Max |F| ... 4.80 eV/A

The geometry in ORCA input format:
```
! wB97M-V def2-TZVPD RIJCOSX def2/J DEFGRID3
* xyz 0 1
C 3.419 -0.892 -0.065
C -2.843 -0.671 0.052
N 2.889 0.219 -0.342
N 0.375 -0.995 -0.334
O -1.893 1.526 0.936
F -4.060 -0.531 -0.449
F 0.918 1.510 0.726
F 1.276 1.430 -1.563
P -1.790 0.750 -0.449
P 1.254 0.314 -0.416
H 4.386 -1.114 0.253
H 2.695 -1.818 -0.053
H -2.846 -0.597 1.089
H -2.322 -1.594 -0.477
H -1.458 2.461 1.091
*
```

No. 9
Entry from the OMol25 dataset: 2 unconnected molecules or ions with the total composition C2H5F3N3O in a non-equilibrium geometry (ωB97M-V with the def2-TZVPD basis set).

LUMO level (spin up / spin down) ... -4.47 / -5.24 eV
Kohn-Sham gap (spin up / spin down) ... 0.3265 / 0.2790 hartree
Highest occupied orbital energy (spin up / spin down) ... -13.36 / -12.83 eV
Max |F| ... 2.89 eV/A

The geometry in ORCA input format:
```
! wB97M-V def2-TZVPD RIJCOSX def2/J DEFGRID3
* xyz 1 1
C -0.226 0.028 -0.093
C -4.078 0.007 0.147
N 0.806 -0.635 0.419
N -0.352 1.341 -0.015
N -1.207 -0.657 -0.719
O -2.221 -0.032 -1.244
F -4.708 -1.061 -0.186
F -4.619 1.131 -0.152
F -3.451 -0.040 1.283
H 1.564 -0.143 0.865
H 0.874 -1.636 0.354
H 0.326 1.928 0.443
H -1.144 1.766 -0.483
H -1.141 -1.661 -0.881
*
```

No. 10
Entry from the OMol25 dataset: a gas-phase ion, C2H5F3OP (charge +1) in a non-equilibrium geometry (ωB97M-V with the def2-TZVPD basis set).

LUMO level ... -7.66 eV
Kohn-Sham gap ... 0.3214 hartree
Highest occupied orbital energy ... -16.41 eV
Max |F| ... 6.64 eV/A

The geometry in ORCA input format:
```
! wB97M-V def2-TZVPD RIJCOSX def2/J DEFGRID3
* xyz 1 1
C 0.398 0.361 -0.044
C -0.983 -0.341 0.037
O -1.610 -0.457 -1.099
F -0.492 1.671 -3.193
F -2.855 1.395 -2.930
F -1.562 2.683 -1.241
P -1.595 1.357 -2.079
H 0.818 0.840 0.953
H 1.106 -0.398 -0.370
H 0.424 1.102 -0.853
H -1.719 -0.182 0.946
H -0.531 -1.366 0.079
*
```

No. 11
Entry from the OMol25 dataset: a molecular structure, C2H5FIN in a non-equilibrium geometry (ωB97M-V with the def2-TZVPD basis set).

LUMO level (spin up / spin down) ... 0.57 / -2.66 eV
Kohn-Sham gap (spin up / spin down) ... 0.3223 / 0.2625 hartree
Highest occupied orbital energy (spin up / spin down) ... -8.20 / -9.80 eV
Max |F| ... 5.27 eV/A

The geometry in ORCA input format:
```
! wB97M-V def2-TZVPD RIJCOSX def2/J DEFGRID3
* xyz 0 3
C -0.938 0.299 0.592
C -0.539 -0.677 -0.546
N 0.795 -1.156 -0.617
F 3.150 1.610 -0.368
I 2.198 -0.180 0.216
H -1.938 0.676 0.439
H -0.827 -0.011 1.551
H -0.225 1.264 0.559
H -0.925 -1.629 -0.291
H -0.752 -0.197 -1.536
*
```

No. 12
Entry from the OMol25 dataset: a molecular structure, C2H5FN2 in a non-equilibrium geometry (ωB97M-V with the def2-TZVPD basis set).

LUMO level (spin up / spin down) ... 0.21 / -2.11 eV
Kohn-Sham gap (spin up / spin down) ... 0.3848 / 0.2408 hartree
Highest occupied orbital energy (spin up / spin down) ... -10.26 / -8.66 eV
Max |F| ... 4.79 eV/A

The geometry in ORCA input format:
```
! wB97M-V def2-TZVPD RIJCOSX def2/J DEFGRID3
* xyz 0 1
C -1.386 -1.790 0.441
C 1.198 1.508 -0.410
N -0.216 -1.275 0.585
N 0.722 -1.108 -0.140
F 0.394 -1.444 -1.684
H -1.929 -2.040 1.363
H -1.715 -1.981 -0.465
H 1.819 1.618 -1.202
H 0.336 2.014 -0.076
H 1.393 0.865 0.392
*
```

No. 13
Entry from the OMol25 dataset: a single C2H5FN2 molecule in a non-equilibrium geometry (ωB97M-V with the def2-TZVPD basis set).

LUMO level ... 0.95 eV
SMILES ... [H]/N=C(/N)CF
Kohn-Sham gap ... 0.3931 hartree
Highest occupied orbital energy ... -9.74 eV
Max |F| ... 3.20 eV/A

The geometry in ORCA input format:
```
! wB97M-V def2-TZVPD RIJCOSX def2/J DEFGRID3
* xyz 0 1
H -1.640 -1.320 0.606
N -1.066 -1.342 -0.205
C -0.173 -0.385 -0.146
N 0.876 -0.431 -1.087
C -0.022 0.701 0.872
F -0.133 1.902 0.185
H 0.640 -0.891 -1.942
H 1.230 0.460 -1.367
H -0.701 0.666 1.764
H 0.990 0.640 1.321
*
```

No. 14
Entry from the OMol25 dataset: a single C2H5FN2O molecule in a non-equilibrium geometry (ωB97M-V with the def2-TZVPD basis set).

LUMO level ... 0.94 eV
SMILES ... [H]/N=C(/CF)NO
Kohn-Sham gap ... 0.3772 hartree
Highest occupied orbital energy ... -9.33 eV
Max |F| ... 2.01 eV/A

The geometry in ORCA input format:
```
! wB97M-V def2-TZVPD RIJCOSX def2/J DEFGRID3
* xyz 0 1
H 2.334 -1.009 -0.390
N 2.038 -0.112 -0.006
C 0.772 -0.066 0.033
C 0.067 1.215 0.415
F -0.997 1.307 -0.458
N -0.111 -1.096 -0.315
O -1.331 -1.225 0.335
H 0.683 2.108 0.310
H -0.321 1.134 1.437
H 0.322 -2.028 -0.240
H -1.924 -0.615 -0.113
*
```

No. 15
Entry from the OMol25 dataset: a single C2H5FN2S2 molecule (ωB97M-V with the def2-TZVPD basis set).

LUMO level ... 0.59 eV
SMILES ... FC/C(=N\S)NS
Kohn-Sham gap ... 0.3412 hartree
Highest occupied orbital energy ... -8.69 eV
Max |F| ... 0.56 eV/A

The geometry in ORCA input format:
```
! wB97M-V def2-TZVPD RIJCOSX def2/J DEFGRID3
* xyz 0 1
F -1.783 -0.968 0.437
C -0.681 -0.441 1.100
C 0.356 0.032 0.105
N 0.919 -0.660 -0.802
S 0.649 -2.317 -1.049
N 0.834 1.340 0.301
S -0.231 2.662 0.446
H -0.252 -1.242 1.719
H -1.020 0.393 1.738
H -0.515 -2.481 -0.394
H 1.640 1.525 -0.296
H -0.812 2.682 -0.778
*
```

No. 16
Entry from the OMol25 dataset: 3 unconnected molecules or ions with the total composition C2H5FNO in a non-equilibrium geometry (ωB97M-V with the def2-TZVPD basis set).

LUMO level ... 4.08 eV
Kohn-Sham gap ... 0.3116 hartree
Highest occupied orbital energy ... -4.40 eV
Max |F| ... 3.89 eV/A

The geometry in ORCA input format:
```
! wB97M-V def2-TZVPD RIJCOSX def2/J DEFGRID3
* xyz -1 1
C 0.137 1.544 0.741
C -0.260 0.208 0.565
N -0.605 -0.886 0.497
O -0.536 -3.161 -1.235
F 1.634 2.579 -1.286
H 0.766 1.749 -0.136
H 0.778 1.794 1.468
H -0.751 2.121 0.575
H -0.538 -3.697 -0.453
H -0.626 -2.249 -0.736
*
```

No. 17
Entry from the OMol25 dataset: 2 unconnected molecules or ions with the total composition C2H5FO in a non-equilibrium geometry (ωB97M-V with the def2-TZVPD basis set).

LUMO level (spin up / spin down) ... -1.36 / 0.30 eV
Kohn-Sham gap (spin up / spin down) ... 0.2062 / 0.3459 hartree
Highest occupied orbital energy (spin up / spin down) ... -6.97 / -9.11 eV
Max |F| ... 2.58 eV/A

The geometry in ORCA input format:
```
! wB97M-V def2-TZVPD RIJCOSX def2/J DEFGRID3
* xyz 0 1
C 1.008 0.524 0.605
C -0.335 0.107 0.189
O -0.745 -1.145 0.172
F -1.149 1.066 -0.311
H 1.847 0.324 -0.030
H 0.806 1.558 0.920
H 1.151 -0.160 1.464
H -1.364 -0.861 -2.277
H -1.219 -1.412 -0.730
*
```

No. 18
Entry from the OMol25 dataset: 2 unconnected molecules or ions with the total composition C2H5FO3 in a non-equilibrium geometry (ωB97M-V with the def2-TZVPD basis set).

LUMO level ... -0.01 eV
Kohn-Sham gap ... 0.3588 hartree
Highest occupied orbital energy ... -9.77 eV
Max |F| ... 4.33 eV/A

The geometry in ORCA input format:
```
! wB97M-V def2-TZVPD RIJCOSX def2/J DEFGRID3
* xyz 0 1
C -0.337 1.016 -0.544
C 0.803 0.195 -0.066
O -1.614 0.561 -0.148
O 0.282 -1.868 -0.182
O 0.987 0.177 1.237
F 1.826 0.007 -0.889
H -0.293 2.121 -0.262
H -0.365 0.996 -1.651
H -1.457 0.100 0.607
H -0.695 -1.958 0.009
H 1.419 -0.588 1.475
*
```

No. 19
Entry from the OMol25 dataset: 2 unconnected molecules or ions with the total composition C2H5FOS in a non-equilibrium geometry (ωB97M-V with the def2-TZVPD basis set).

LUMO level ... -0.59 eV
SMILES ... CC=O.FS
Kohn-Sham gap ... 0.3323 hartree
Highest occupied orbital energy ... -9.63 eV
Max |F| ... 1.98 eV/A

The geometry in ORCA input format:
```
! wB97M-V def2-TZVPD RIJCOSX def2/J DEFGRID3
* xyz 0 1
C -1.442 0.642 0.485
C -0.916 -0.397 -0.461
O -1.589 -1.387 -0.505
H -0.701 1.304 0.828
H -2.169 1.145 -0.184
H -2.089 0.168 1.269
H 0.100 -0.330 -0.981
F 2.851 0.764 -0.426
S 2.540 -0.897 -0.511
H 3.414 -1.013 0.485
*
```

No. 20
Entry from the OMol25 dataset: 2 unconnected molecules or ions with the total composition C2H5FS in a non-equilibrium geometry (ωB97M-V with the def2-TZVPD basis set).

LUMO level ... -0.31 eV
Kohn-Sham gap ... 0.3145 hartree
Highest occupied orbital energy ... -8.86 eV
Max |F| ... 3.11 eV/A

The geometry in ORCA input format:
```
! wB97M-V def2-TZVPD RIJCOSX def2/J DEFGRID3
* xyz 0 1
C -0.791 0.419 0.187
C -0.084 -0.725 -0.435
F -0.418 -1.882 0.150
S 2.124 -0.273 0.537
H -0.046 1.153 0.661
H -1.623 0.143 0.810
H -1.246 1.058 -0.576
H 0.161 -0.876 -1.564
H 1.923 0.982 0.230
*
```